14
Properties=species:S:1:pos:R:3:forces:R:3 method="wB97M-V/def2-TZVPD" gap_ev=8.5952 homo_energy_ev=-13.44 e_above_lowest_kcal_mol=33.0 total_charge=+1 e_lumo_ev=-4.8
C 1.493 0.989 -1.181 0.5320 -0.1621 -0.2659
C 1.226 -1.137 -0.022 0.7348 -0.2881 -0.1554
C -0.999 -1.046 1.076 -0.3023 0.0575 0.0005
N 0.511 1.616 -0.773 -0.9495 0.9754 0.1609
N 1.905 -0.321 -0.819 -0.0867 -0.0549 -0.0146
N 0.122 -0.888 0.551 -0.1178 -0.2104 0.2674
I -3.153 1.499 0.491 0.7794 0.1874 -0.4368
H 2.163 1.454 -1.895 0.1844 -0.1010 -0.0895
H 1.691 -2.095 0.211 -0.0634 0.0832 -0.0552
H -1.818 -1.493 0.522 -0.0427 -0.1072 -0.0774
H -1.187 -0.679 2.076 0.0214 0.0175 0.1794
H -4.617 1.518 1.045 -0.7936 -0.0853 0.3730
H 2.793 -0.640 -1.185 -0.1438 -0.0830 0.1197
H -0.129 1.222 -0.097 0.2479 -0.2290 -0.0061